(1)
# C25H48Cl3InN4O3SSi

C25H48Cl3InN4O3SSi as an isolated structure (wB97M-V/def2-TZVPD, OMol25).

As for the LUMO energy: 0.41 eV. The energy above the lowest of the compared OMol25 structures with the same formula, charge and spin is 0.0 kcal per mole.

```
86
Properties=species:S:1:pos:R:3:mulliken_charge:R:1
In 1.3489 -0.1568 1.4584 1.03
Cl 1.8396 -2.4547 2.4813 -0.52
Cl 2.4107 -0.6795 -0.6077 -0.38
Cl 2.9321 1.1713 2.6912 -0.52
S -0.4064 0.4023 4.9298 -0.09
Si -0.7681 0.4784 -2.7950 0.20
O 0.5391 -0.3872 -3.3870 -0.26
O 0.1079 1.6100 1.2555 -0.42
O -0.7454 -0.9711 1.6332 -0.35
N -1.4818 -3.1451 1.8317 0.22
N 0.9303 0.0548 7.2195 0.20
N -0.4280 3.7500 0.7350 0.22
N -1.3588 -0.2440 7.3725 0.12
C 2.5486 -2.4264 -3.8580 -1.25
C 2.1151 0.4249 6.4661 -1.12
C -1.3058 -4.3371 2.6529 -0.90
C 0.4615 2.8199 1.0846 0.14
C 1.7229 -2.0190 -6.1748 0.16
C -0.2682 0.0504 6.5749 -0.18
C -0.4073 2.3126 -2.9349 -0.91
C -0.5048 1.2640 -7.4149 -1.07
C 1.9159 -1.5742 -4.9135 0.17
C -0.0225 4.9903 0.0680 -0.85
C 1.1440 -0.8290 8.3748 -1.22
C -1.6217 -3.3800 0.3878 -0.95
C 2.1088 -3.3802 -6.6364 -1.48
C -1.1464 -0.1478 -1.0993 0.58
C 1.5439 2.5128 -7.1005 -0.68
C -1.8460 3.3795 0.6430 -0.82
C 1.8317 1.7382 -5.9747 -0.36
C 1.4761 -0.1950 -4.4489 0.42
C -2.6466 -0.3864 6.6962 -0.85
C -1.0854 -1.9677 2.3275 -0.09
C -0.1774 0.4412 -6.3228 -0.24
C -2.2773 0.1228 -3.8589 -1.27
C -1.4742 0.4699 8.6524 -1.02
C 0.3616 2.2902 -7.8134 -0.45
C 0.9875 0.6928 -5.5890 0.17
H 2.3710 0.2475 -3.9752 0.26
H 1.3740 -0.2717 9.2972 0.29
H -2.9978 0.5691 6.2786 0.37
H -1.4375 1.0821 -7.9574 0.40
H -2.5495 -1.0963 5.8658 0.22
H 2.9596 0.4725 7.1588 0.42
H -2.3950 0.1132 9.1274 0.41
H -2.1099 2.8296 1.5553 0.31
H 2.2053 -2.0969 -2.8668 -0.02
H 1.2927 -1.3747 -6.9378 0.34
H -2.1668 0.5218 -4.8740 0.42
H 1.7279 -4.1635 -5.9630 0.33
H -1.8464 -5.1594 2.1755 0.33
H -3.3681 -0.7634 7.4225 0.31
H -2.0290 2.7519 -0.2473 0.11
H 2.3483 -0.2665 5.6522 0.34
H -0.2580 2.5856 -3.9938 0.38
H -2.4537 -0.9583 -3.9136 0.29
H 0.1055 2.9243 -8.6668 0.37
H -1.7216 -4.1441 3.6506 0.30
H 0.2541 -1.4488 8.5226 0.44
H 1.5049 3.1556 1.2270 0.35
H 0.0650 4.8498 -1.0241 0.30
H 2.7410 1.8927 -5.3959 0.39
H 1.6988 -3.5511 -7.6396 0.37
H 3.6484 -2.3320 -3.8718 0.26
H -0.6494 -3.3922 -0.1276 0.31
H 1.9584 1.3994 6.0066 0.37
H -1.5390 1.5563 8.5029 0.28
H -0.8074 -0.4266 -6.0792 0.96
H -2.2853 -2.6418 -0.0657 0.31
H -1.2857 -1.2364 -1.0877 -0.25
H 2.2488 3.2919 -7.3994 0.39
H -3.1628 0.5823 -3.4016 0.42
H -1.2503 2.9129 -2.5550 0.42
H -2.0784 -4.3690 0.2933 0.43
H -0.6513 0.2671 9.3377 0.29
H 0.4953 2.5922 -2.3728 0.27
H -2.4195 4.3119 0.5573 0.38
H -0.7904 5.7560 0.2427 0.30
H -0.2375 -4.6000 2.7469 0.31
H 2.3135 -3.4873 -4.0238 0.40
H -1.0281 -1.8913 3.4281 0.24
H -2.0343 0.3279 -0.6602 0.41
H -0.2779 0.0536 -0.4658 -0.96
H 2.0122 -1.4712 8.1750 0.42
H 3.1994 -3.5145 -6.7183 0.30
H 0.9517 5.3149 0.4533 0.34
```



(2)
# C25H48F5InO3SSiTe

C25H48F5InO3SSiTe as an isolated structure (wB97M-V/def2-TZVPD, OMol25).

As for the LUMO energy: 4.01 eV. The energy above the lowest of the compared OMol25 structures with the same formula, charge and spin is 1.6 kcal per mole. Its net charge is -2.

```
85
Properties=species:S:1:pos:R:3:mulliken_charge:R:1
Te -1.8869 3.0428 -1.7407 0.88
In 0.7098 0.7801 -0.9977 2.62
S -1.7521 -1.8100 -0.5958 0.97
Si 2.5369 0.3134 0.7796 -3.05
F -0.3178 -0.4551 -2.2980 -0.90
F -0.9714 4.8162 -1.4350 -0.56
F -3.4255 4.1315 -2.6916 -0.65
F -2.8591 3.6847 -0.2282 -0.48
F -3.3453 0.8166 -0.1781 -0.39
O 1.9666 1.5185 -2.4937 -0.42
O -0.6928 2.1650 -0.4775 -0.66
O -0.5910 -1.4076 0.2569 -0.39
C -2.1301 -3.4291 1.6195 -0.30
C 1.8647 0.6838 2.5750 3.05
C 3.9921 1.5585 0.3669 3.03
C -3.2993 1.2596 -1.5200 -0.51
C -2.7155 -2.8869 0.4844 0.38
C -2.8739 -4.2650 2.4372 -0.72
C -4.7357 1.2801 -2.0458 2.55
C -4.1991 -4.5490 2.1241 -0.39
C 3.1959 -1.5295 0.6563 3.19
C 0.4550 0.1029 2.7618 -1.93
C 1.6382 2.4908 -3.4277 -0.81
C -4.7849 -3.9829 1.0018 -0.78
C -4.0449 -3.1392 0.1817 -0.21
C 5.0308 1.7311 1.4839 -1.90
C -5.3982 -0.0769 -1.7588 -1.74
C 3.4200 2.9503 0.0432 -1.79
C -4.7033 1.4804 -3.5627 -1.99
C 3.1451 -1.9587 -0.8194 -1.64
C 4.7304 1.1180 -0.9085 -2.10
C -5.5567 2.3842 -1.3774 -1.92
C -1.1366 -3.1428 -1.6432 -1.23
C 2.2896 -2.5152 1.4069 -2.00
C 1.6974 2.2008 2.7522 -2.24
C 4.6202 -1.7430 1.1840 -2.03
C 2.7502 0.1619 3.7146 -1.82
H -5.7248 1.4458 -3.9579 0.48
H 5.4997 0.7913 1.7801 0.26
H -5.4505 -0.2644 -0.6851 0.36
H -2.4258 -4.6884 3.3279 0.41
H -0.6100 -3.8665 -1.0210 0.36
H 3.7141 -1.3051 -1.4782 0.25
H -1.9703 -3.6132 -2.1650 0.45
H -2.7428 0.4808 -2.0638 0.57
H 4.2488 3.6084 -0.2533 0.52
H -5.5403 2.2627 -0.2927 0.32
H 3.7697 0.5457 3.6692 0.23
H -0.2489 0.5220 2.0417 0.25
H -4.7798 -5.1973 2.7693 0.35
H 1.1672 2.3925 3.6943 0.60
H 4.6041 2.1898 2.3766 0.29
H -5.8253 -4.1793 0.7733 0.39
H 4.8799 -2.8089 1.1110 0.52
H -4.8271 -0.8851 -2.2289 0.30
H 3.5452 -2.9780 -0.9202 0.52
H 2.6149 -3.5402 1.1743 0.65
H 5.2775 0.1827 -0.7808 0.30
H 5.4688 1.8898 -1.1671 0.64
H 2.5516 2.9424 -3.8534 0.24
H 0.1020 0.3582 3.7708 0.62
H 4.0309 1.0282 -1.7435 0.12
H 1.2469 -2.4094 1.1085 0.10
H 1.0422 3.3158 -3.0096 0.25
H 2.3231 0.4737 4.6781 0.54
H -4.2621 2.4429 -3.8161 0.35
H 2.8057 -0.9275 3.7269 0.27
H 2.3528 -2.3965 2.4895 0.20
H -0.4691 -2.6369 -2.3382 0.31
H -5.1409 3.3603 -1.6208 0.36
H 5.3678 -1.1888 0.6174 0.35
H 2.6521 2.7252 2.8052 0.36
H -4.1299 0.6812 -4.0436 0.36
H 2.7213 2.9056 -0.7923 0.16
H 1.0599 2.0879 -4.2762 0.17
H 0.4135 -0.9793 2.6558 0.24
H -4.4970 -2.6564 -0.6761 0.26
H 4.7176 -1.4542 2.2323 0.28
H 2.9191 3.4165 0.8891 0.30
H 5.8283 2.3989 1.1287 0.56
H -6.4157 -0.0988 -2.1647 0.43
H -6.5987 2.3348 -1.7175 0.49
H -1.1065 -3.1627 1.8546 0.14
H 1.1029 2.6394 1.9460 0.29
H 2.1151 -1.9656 -1.1852 0.13
```



(3)
# C25H48O3P2SV

C25H48O3P2SV as an isolated structure (wB97M-V/def2-TZVPD, OMol25).

As for the LUMO energy (spin up / spin down): -3.95 / -6.09 eV. The energy above the lowest of the compared OMol25 structures with the same formula, charge and spin is 55.3 kcal per mole. As for the multiplicity: 3. As for the expectation value of S²: 2.0483. Its net charge is +1.

```
80
Properties=species:S:1:pos:R:3:mulliken_charge:R:1
V -0.8624 -0.0001 -1.2897 -0.24
S 1.7856 -0.4129 4.3855 1.15
P 1.6338 2.0763 1.0468 1.69
P 0.5240 -2.5660 0.2052 1.42
O 0.4681 0.0677 4.8015 -0.74
O 2.8973 0.4586 4.7566 -0.70
O 1.8255 -0.7760 2.9430 -0.74
C 2.0056 -1.9395 5.2632 -1.14
C 3.1838 1.1205 1.1363 -1.14
C -2.7963 0.8759 -0.9225 1.25
C 0.0726 1.5827 -2.0099 -0.29
C -0.4866 1.7524 -3.3821 -1.99
C -2.0453 1.7174 -0.0180 -0.11
C -0.0902 -1.4354 -2.9263 0.19
C -3.4008 -1.6996 -0.9124 -1.57
C -2.0503 3.2301 -0.0625 -1.74
C -1.3427 1.4451 2.4945 -0.97
C 1.5737 2.9161 2.6416 -1.42
C 1.9382 0.0697 -2.8921 -1.61
C -1.2873 -0.6859 -3.1384 -0.81
C 2.0372 3.4958 -0.0674 -1.32
C 1.0571 -3.3236 1.7750 -1.16
C 1.1578 0.6726 -1.7209 3.20
C 1.1967 -1.0575 -3.6559 -1.40
C -2.0119 -0.4265 0.8530 0.25
C -1.8074 -1.5258 1.8439 -1.06
C 2.1378 -2.4402 -0.6171 -0.73
C -1.3199 0.5865 -3.9454 -1.56
C -3.7589 1.3870 -1.9411 -1.31
C -1.6699 0.9236 1.1343 1.25
C -0.3513 -3.9878 -0.5648 -1.56
C -2.7593 -0.4790 -0.3681 0.09
H -3.2217 2.0102 -2.6766 0.33
H 1.8515 0.9735 -0.9219 -2.32
H -2.7296 -2.2260 -1.5801 0.13
H -4.2147 0.5339 -2.4464 0.38
H -0.9846 0.3965 -4.9888 0.61
H 1.4036 -4.3512 1.5786 0.59
H -1.0048 -4.4976 0.1635 0.39
H 2.7866 -1.6841 -0.1552 0.09
H 2.9667 3.9237 0.3236 0.48
H -0.2056 -2.5115 -2.7436 0.66
H 0.8990 3.7744 2.5470 0.47
H -0.9830 -3.6628 -1.4039 0.25
H -2.3767 0.8752 -4.0088 0.56
H 1.1402 -2.5833 5.0870 0.29
H 1.2281 2.2533 3.4432 0.32
H 2.9142 -0.3178 -2.5312 0.47
H 2.6120 3.2134 2.8088 0.59
H 1.0609 -0.7095 -4.7122 0.26
H 3.6151 0.9349 0.1414 0.44
H -0.6102 0.7932 3.0013 -0.01
H -0.9859 2.4871 2.4637 0.31
H -0.8362 -1.3690 2.3458 -0.12
H -2.2453 1.4447 3.1259 0.39
H 2.0825 -1.7245 6.3320 0.40
H 2.9188 -2.4281 4.9197 0.31
H -1.3298 3.6707 0.6479 0.35
H 2.9915 0.1599 1.6555 -0.01
H 1.9628 -2.1346 -1.6495 -0.29
H 2.6396 -3.4164 -0.5774 0.69
H 2.1666 3.2000 -1.1210 0.38
H -3.0353 3.6517 0.2162 0.42
H 1.2262 4.2343 -0.0155 0.33
H 1.8436 -1.9489 -3.7439 0.38
H -3.6191 -2.3961 -0.1101 0.45
H 1.8571 -2.6880 2.1948 0.22
H -2.5571 -1.4684 2.6430 0.42
H -4.3067 -1.4977 -1.4762 0.32
H -1.8630 -2.5239 1.4028 0.57
H 3.8539 1.7276 1.7622 0.58
H 2.1762 0.8711 -3.6247 0.47
H 0.2406 -3.3544 2.5197 0.37
H -4.5544 1.9947 -1.4694 0.27
H -1.1183 2.6506 -3.3768 0.45
H 0.3017 1.9631 -4.1206 0.48
H 0.1626 2.5026 -1.4497 0.95
H -1.8359 3.6216 -1.0693 0.25
H 0.4107 -4.6914 -0.9304 0.49
H -2.1484 -1.2986 -3.2658 1.04
```